--- 1 ---
The following is a quantum chemistry calculation of a cluster of 2 separate species, H2P2S4 in total, from OMol25.

Geometry as ORCA input:
```
! RIJCOSX wB97M-V def2-TZVPD def2/J DEFGRID3
* xyz 0 1
P -0.960 2.122 0.883
P -1.067 -0.618 -0.350
S -2.875 -1.454 -0.534
S -0.591 0.308 1.644
S -1.206 1.496 -1.077
S 2.520 -0.419 -0.691
H 1.324 -0.109 -0.082
H 2.854 -1.326 0.207
*
```

* frontier orbital gap: 0.2089 Eh
* HOMO level: -0.30165 Eh

***

--- 2 ---
The following is a quantum chemistry calculation of a structure of composition H2P2S4, from OMol25.

Geometry as ORCA input:
```
! RIJCOSX wB97M-V def2-TZVPD def2/J DEFGRID3
* xyz 0 1
P -1.074 -0.524 -1.143
P 1.489 -0.586 0.449
S 3.915 0.885 0.298
S -0.291 -1.895 0.319
S 0.382 0.968 -0.635
S -2.912 0.120 -0.240
H 0.959 -0.301 1.709
H -2.468 1.333 -0.756
*
```

* frontier orbital gap: 0.2048 Eh
* HOMO level: -0.32792 Eh

***

Last place for stability: 2

***

--- 1 ---
The following is a quantum chemistry calculation of the molecule C22H30N4O2, from OMol25.

Geometry as ORCA input:
```
! RIJCOSX wB97M-V def2-TZVPD def2/J DEFGRID3
* xyz 0 1
C -2.864 -5.876 0.779
C -2.069 -4.974 1.666
C -2.442 -3.796 2.148
C -3.756 -3.128 1.865
H -3.645 -2.055 2.003
H -4.096 -3.319 0.851
H -4.519 -3.488 2.556
C -1.547 -3.017 3.078
N -1.289 -1.682 2.560
C -0.632 -0.831 3.532
C -0.553 0.600 3.009
H -0.065 1.241 3.743
H -1.556 0.984 2.831
C 0.217 0.634 1.690
N 0.258 1.983 1.175
C 1.213 2.538 0.386
C 0.850 3.850 0.164
C -0.358 3.989 0.858
N -0.705 2.866 1.453
H -0.981 4.856 0.941
H 1.385 4.579 -0.405
N 2.285 1.788 -0.080
C 3.426 2.307 -0.617
O 3.732 3.474 -0.571
C 4.255 1.249 -1.333
C 3.712 1.136 -2.767
O 2.339 0.790 -2.717
C 1.433 1.576 -3.384
C 1.710 2.248 -4.569
C 0.726 3.010 -5.175
C -0.537 3.105 -4.619
C -0.821 2.416 -3.452
C 0.154 1.655 -2.838
H -0.065 1.119 -1.929
H -1.803 2.477 -3.009
H -1.296 3.707 -5.095
H 0.955 3.531 -6.093
H 2.682 2.172 -5.032
H 3.855 2.098 -3.266
H 4.256 0.359 -3.318
H 5.295 1.570 -1.373
H 4.187 0.285 -0.830
H 2.110 0.805 -0.232
C -0.460 -0.329 0.709
C -0.534 -1.721 1.325
H 0.492 -2.105 1.493
H -1.039 -2.404 0.638
H -1.470 0.032 0.508
H 0.087 -0.381 -0.235
H 1.253 0.313 1.867
H -1.216 -0.846 4.455
H 0.386 -1.197 3.768
H -2.061 -2.898 4.038
H -0.610 -3.573 3.259
H -1.092 -5.362 1.932
H -2.336 -6.039 -0.160
H -3.848 -5.472 0.564
H -2.987 -6.848 1.258
*
```

* SMILES string: C/C=C(\C)CN1CCC(n2nccc2NC(=O)CCOc2ccccc2)CC1
* frontier orbital gap: 0.3279 Eh
* HOMO level: -0.30733 Eh

***

--- 2 ---
The following is a quantum chemistry calculation of the molecule C22H30N4O2, from OMol25.

Geometry as ORCA input:
```
! RIJCOSX wB97M-V def2-TZVPD def2/J DEFGRID3
* xyz 0 1
C -8.065 -0.357 -0.388
H -7.928 0.701 -0.633
O -7.111 -0.799 0.546
C -5.793 -0.738 0.208
C -5.298 -0.279 -1.008
C -3.933 -0.272 -1.235
C -3.030 -0.717 -0.280
C -3.534 -1.164 0.937
C -4.892 -1.178 1.177
H -5.285 -1.526 2.119
H -2.869 -1.506 1.714
C -1.551 -0.631 -0.599
N -1.174 0.773 -0.538
C -1.118 1.347 0.796
C -1.077 2.875 0.673
N 0.033 3.357 -0.129
C 1.315 3.284 0.546
H 1.622 2.273 0.838
H 1.263 3.899 1.444
H 2.077 3.700 -0.113
C 0.006 2.696 -1.419
C -0.014 1.165 -1.313
H -0.093 0.733 -2.315
H 0.935 0.830 -0.865
H 0.872 3.018 -2.002
H -0.904 3.022 -1.930
H -1.018 3.327 1.665
H -1.997 3.212 0.186
H -2.019 1.053 1.338
H -0.237 1.001 1.358
H -1.423 -0.931 -1.649
C -0.714 -1.607 0.262
N 0.639 -1.769 -0.216
C 1.694 -1.163 0.409
O 1.577 -0.574 1.463
N 2.875 -1.310 -0.283
C 4.146 -0.835 0.052
C 4.385 -0.016 1.149
C 5.673 0.423 1.400
C 6.721 0.060 0.576
C 6.495 -0.759 -0.525
C 5.207 -1.197 -0.777
H 5.018 -1.835 -1.631
C 7.634 -1.159 -1.415
H 8.154 -0.276 -1.786
H 8.354 -1.758 -0.858
H 7.285 -1.740 -2.264
H 7.722 0.410 0.783
H 5.855 1.060 2.253
H 3.572 0.263 1.797
H 2.851 -1.877 -1.118
H 0.750 -2.126 -1.152
H -1.207 -2.585 0.259
H -0.632 -1.246 1.287
H -3.560 0.096 -2.179
H -5.960 0.076 -1.782
H -9.033 -0.493 0.092
H -8.032 -0.950 -1.308
*
```

* SMILES string: COc1ccc([C@H](CNC(=O)Nc2cccc(C)c2)N2CCN(C)CC2)cc1
* frontier orbital gap: 0.2998 Eh
* HOMO level: -0.28118 Eh

***

Last place for stability: 1

***

--- 1 ---
The following is a quantum chemistry calculation of a cluster of 2 separate species, Cl2H2NOP in total, from OMol25.

Geometry as ORCA input:
```
! RIJCOSX wB97M-V def2-TZVPD def2/J DEFGRID3
* xyz 0 1
N 0.033 1.968 -0.288
O 0.048 -1.543 -0.547
P 0.867 0.741 0.012
Cl 2.419 0.782 -1.148
Cl 1.536 0.198 1.831
H -0.715 2.296 0.253
H 0.545 -1.938 0.170
*
```

* frontier orbital gap (alpha / beta): 0.3162 / 0.3161 Eh
* HOMO level (alpha / beta): -0.37458 / -0.37456 Eh

***

--- 2 ---
The following is a quantum chemistry calculation of a cluster of 2 separate species, Cl2H2NOP in total, from OMol25.

Geometry as ORCA input:
```
! RIJCOSX wB97M-V def2-TZVPD def2/J DEFGRID3
* xyz 0 1
N 1.397 0.665 0.744
O -0.066 0.328 -1.345
P 0.287 -0.191 0.073
Cl 0.274 -2.123 0.142
Cl -2.806 0.474 0.427
H 1.902 0.025 1.374
H -0.988 0.823 -1.415
*
```

* frontier orbital gap (alpha / beta): 0.2573 / 0.2573 Eh
* HOMO level (alpha / beta): -0.35226 / -0.35226 Eh

***

Last place for stability: 1

***

--- 1 ---
The following is a quantum chemistry calculation of a structure of composition C3H3MgNaO2, from OMol25.

Geometry as ORCA input:
```
! RIJCOSX wB97M-V def2-TZVPD def2/J DEFGRID3
* xyz 0 1
C 0.986 -2.077 -0.638
C 1.192 -3.267 -0.059
H 1.129 -4.172 -0.659
H 0.855 -2.117 -1.727
H 1.249 -3.345 1.029
O 0.125 -0.957 0.556
C 0.701 0.174 0.349
O 1.882 -0.335 -0.724
Na 0.466 1.997 -1.869
Mg 3.814 -1.070 -1.081
*
```

* frontier orbital gap (alpha / beta): 0.1132 / 0.1131 Eh
* HOMO level (alpha / beta): -0.17655 / -0.17663 Eh

***

--- 2 ---
The following is a quantum chemistry calculation of a structure of composition C3H3MgNaO2, from OMol25.

Geometry as ORCA input:
```
! RIJCOSX wB97M-V def2-TZVPD def2/J DEFGRID3
* xyz 0 1
O 0.960 0.226 0.381
Na 3.011 1.079 1.719
C -1.533 -0.796 -0.178
C -1.316 0.380 0.621
O -1.836 0.131 -1.390
C -2.048 1.183 -0.430
H -1.405 0.489 1.706
H -1.594 2.137 -0.749
H -3.122 1.346 -0.244
Mg 0.454 -1.064 -0.910
*
```

* frontier orbital gap (alpha / beta): 0.1689 / 0.1686 Eh
* HOMO level (alpha / beta): -0.21006 / -0.20955 Eh

***

Last place for stability: 1

***

--- 1 ---
The following is a quantum chemistry calculation of a cluster of 2 separate species, C17H27O2Si in total, from OMol25.

Geometry as ORCA input:
```
! RIJCOSX wB97M-V def2-TZVPD def2/J DEFGRID3
* xyz 1 1
C 1.331 1.370 1.521
C 1.606 -0.056 1.491
C 0.682 -0.926 0.903
O -0.507 -0.614 0.478
Si -1.789 -1.723 0.059
C -3.234 -0.563 0.248
C -1.549 -2.304 -1.695
C -1.759 -3.135 1.275
O 1.107 -2.169 0.746
C 2.544 -2.205 1.142
C 2.844 -0.812 1.676
H 2.010 1.905 2.196
H 1.409 1.828 0.522
H 0.306 1.543 1.872
H -4.184 -1.114 0.259
H -3.160 0.015 1.181
H -3.275 0.158 -0.579
H -2.323 -3.054 -1.924
H -1.647 -1.490 -2.425
H -0.568 -2.773 -1.843
H -2.764 -3.569 1.361
H -1.075 -3.930 0.958
H -1.446 -2.808 2.275
H 2.674 -2.984 1.898
H 3.121 -2.430 0.239
H 3.676 -0.353 1.124
H 3.164 -0.880 2.728
C -0.296 2.504 4.059
C 0.751 1.859 4.882
C 2.089 2.499 4.954
C 0.407 0.780 5.727
C 1.377 0.124 6.559
C 1.014 -0.906 7.425
C -0.318 -1.342 7.504
C -1.283 -0.739 6.686
C -0.937 0.275 5.801
H -0.821 1.764 3.443
H -1.070 3.018 4.650
H 0.146 3.249 3.391
H 2.896 1.764 5.012
H 2.261 3.111 4.062
H 2.204 3.171 5.821
H 2.426 0.437 6.505
H 1.774 -1.366 8.061
H -0.595 -2.137 8.197
H -2.321 -1.061 6.754
H -1.700 0.707 5.153
*
```

* frontier orbital gap: 0.1326 Eh
* HOMO level: -0.34783 Eh

***

--- 2 ---
The following is a quantum chemistry calculation of a cluster of 2 separate species, C17H27O2Si in total, from OMol25.

Geometry as ORCA input:
```
! RIJCOSX wB97M-V def2-TZVPD def2/J DEFGRID3
* xyz 1 1
C 4.237 0.962 1.121
Si 2.526 0.469 1.686
C 2.236 -1.348 1.434
C 2.339 1.029 3.452
O 1.365 1.308 0.810
C 0.471 1.023 -0.174
C -0.912 0.963 -0.002
C 0.883 0.958 -1.531
C 2.191 0.939 -1.959
O 2.451 0.389 -3.141
C 3.826 0.154 -3.497
H 4.976 0.357 1.676
H 4.393 0.788 0.048
H 4.434 2.024 1.333
H 2.964 -1.945 2.013
H 1.223 -1.636 1.758
H 2.348 -1.619 0.371
H 2.981 0.433 4.124
H 2.632 2.086 3.557
H 1.298 0.926 3.790
H -1.384 1.690 -0.689
H -1.283 0.764 1.010
H 0.036 0.833 -2.235
H 3.012 1.402 -1.375
H 3.793 -0.061 -4.570
H 4.462 1.040 -3.300
H 4.213 -0.717 -2.947
C -3.585 1.273 -1.567
C -2.854 -0.002 -1.261
C -2.256 -0.720 -2.441
C -3.086 -0.705 -0.046
C -2.529 -2.003 0.188
C -2.638 -2.610 1.429
C -3.292 -1.958 2.484
C -3.878 -0.702 2.270
C -3.787 -0.090 1.032
H -4.638 1.230 -1.262
H -3.139 2.141 -1.059
H -3.558 1.474 -2.639
H -2.592 -1.771 -2.505
H -2.558 -0.232 -3.380
H -1.151 -0.705 -2.384
H -1.996 -2.508 -0.628
H -2.193 -3.597 1.575
H -3.344 -2.429 3.467
H -4.393 -0.191 3.088
H -4.247 0.892 0.875
*
```

* frontier orbital gap: 0.2137 Eh
* HOMO level: -0.39603 Eh

***

Last place for stability: 2

***

--- 1 ---
The following is a quantum chemistry calculation of the ion C5H10N3 with charge +1, from OMol25.

Geometry as ORCA input:
```
! RIJCOSX wB97M-V def2-TZVPD def2/J DEFGRID3
* xyz 1 1
C 1.360 -0.162 -0.626
C -1.610 0.265 0.335
C 0.918 0.011 0.809
C -0.447 0.847 0.944
C 0.518 -2.212 -1.507
N -2.776 0.146 0.942
N 0.678 -1.015 -1.271
N 2.352 0.560 -1.234
H -1.628 -0.265 -0.568
H 0.845 -0.945 1.389
H 1.617 0.694 1.184
H -0.587 1.167 1.907
H -0.309 1.840 0.445
H -0.280 -2.462 -2.268
H -2.875 0.680 1.812
H -3.664 -0.304 0.576
H 3.116 1.025 -0.760
H 2.771 0.130 -2.110
*
```

* frontier orbital gap: 0.1910 Eh
* HOMO level: -0.37899 Eh

***

--- 2 ---
The following is a quantum chemistry calculation of a structure of composition C5H10N3, from OMol25.

Geometry as ORCA input:
```
! RIJCOSX wB97M-V def2-TZVPD def2/J DEFGRID3
* xyz 1 1
C -0.243 -1.709 -1.265
C 0.144 -0.489 -1.646
C -0.361 -2.103 0.130
C 0.470 0.641 -0.728
C -0.440 0.073 0.935
N -0.397 -1.313 1.124
N -0.016 1.934 -0.969
N 0.235 0.714 2.105
H -0.413 -2.474 -2.009
H 0.335 -0.279 -2.693
H -0.383 -3.161 0.358
H 1.530 0.650 -0.465
H -1.450 0.451 0.806
H 0.673 2.584 -1.325
H -0.865 1.971 -1.518
H 0.441 -0.062 2.757
H -0.373 1.397 2.570
H 1.114 1.174 1.833
*
```

* frontier orbital gap: 0.3112 Eh
* HOMO level: -0.45524 Eh

***

--- 3 ---
The following is a quantum chemistry calculation of the ion C5H10N3 with charge +1, from OMol25.

Geometry as ORCA input:
```
! RIJCOSX wB97M-V def2-TZVPD def2/J DEFGRID3
* xyz 1 1
C -0.198 0.473 1.253
C -0.603 1.823 0.693
C -0.549 -0.020 -1.605
C 0.709 -1.763 1.506
C 0.062 1.439 -1.501
N -0.181 -1.108 -0.599
N 0.013 -0.725 0.704
N -0.404 2.298 -0.438
H -0.086 0.426 2.320
H -0.815 2.334 1.630
H -1.611 0.044 -1.580
H 0.100 -2.028 -0.863
H -0.328 -0.618 -2.538
H 1.852 -1.617 1.373
H 0.453 -1.836 2.542
H 0.725 -2.744 0.957
H -0.245 2.103 -2.438
H 1.107 1.520 -1.415
*
```

* SMILES string: C[N+]1=CC=NCCN1
* frontier orbital gap: 0.3248 Eh
* HOMO level: -0.51114 Eh

***

--- 4 ---
The following is a quantum chemistry calculation of the ion C5H10N3 with charge +1, from OMol25.

Geometry as ORCA input:
```
! RIJCOSX wB97M-V def2-TZVPD def2/J DEFGRID3
* xyz 1 1
C 1.481 0.417 0.911
C 1.317 -0.066 -0.313
C 0.254 0.803 1.717
C -0.899 0.291 0.993
C -0.385 -1.586 -1.242
N 0.444 1.253 2.866
N -0.459 0.658 -1.704
N -0.035 -0.214 -0.764
H 2.445 0.577 1.315
H 2.213 -0.321 -0.875
H -1.330 -0.638 1.318
H -1.629 0.885 0.522
H 0.360 -2.319 -1.018
H -1.412 -1.930 -0.810
H -0.503 -1.581 -2.432
H -0.275 1.587 3.441
H -0.382 1.737 -1.584
H -1.206 0.447 -2.341
*
```

* frontier orbital gap: 0.3452 Eh
* HOMO level: -0.51053 Eh

***

Last place for stability: 4